{"formula": "C5H9FO2", "method": "ωB97M-V/def2-TZVPD", "e_above_lowest_kcal_mol": 121.4, "lumo_energy_ha": 0.01347, "e_tot_ev": -12138.161, "homo_energy_ev": -9.6, "elements": ["C", "C", "C", "C", "C", "H", "H", "H", "H", "H", "H", "H", "H", "H", "O", "O", "F"], "xyz": [[-1.61, 0.90, -0.41], [-0.40, 0.32, -0.66], [0.93, 0.87, -0.27], [1.49, -0.50, 0.06], [0.04, -0.99, -0.03], [-2.01, 0.42, 0.71], [-1.84, 2.16, -0.38], [-2.27, 0.33, -1.43], [1.64, 1.66, -0.75], [0.59, 1.29, 0.79], [1.94, -0.69, -0.82], [1.43, -1.16, 1.85], [-0.14, -1.94, -0.62], [-1.35, -0.83, 1.37], [2.18, -0.57, 1.26], [-0.28, -1.06, 1.34], [-0.34, -0.23, -2.02]]}